# 1
Here is 2 unconnected molecules or ions with the total composition C17H20BrFNO4P from the OMol25 dataset. Energies are from wB97M-V/def2-TZVPD.

Atoms and positions in Å:
N1 -5.431 -3.086 2.303
C1 -4.764 -2.241 3.365
C2 -3.230 -2.757 3.555
C3 -2.179 -1.553 3.685
O1 -0.796 -1.992 3.831
C4 0.062 -0.978 3.261
O2 0.196 0.173 3.727
C5 0.843 -1.400 1.923
O3 2.287 -1.104 2.001
C6 2.616 -0.700 0.641
C7 3.040 0.748 0.312
C8 3.337 1.052 -1.203
C9 3.180 -0.061 -2.287
C10 2.737 -1.511 -1.934
C11 2.464 -1.817 -0.441
P1 -2.571 -0.570 5.307
O4 -3.379 -1.615 6.418
Br1 -4.105 1.054 4.836
H1 -5.789 -3.940 2.752
H2 -6.234 -2.522 1.991
H3 -4.814 -1.145 3.036
H4 -5.376 -2.356 4.336
H5 -3.203 -3.388 4.511
H6 -2.953 -3.469 2.693
H7 -2.360 -0.846 2.804
H8 0.443 -0.715 1.080
H9 0.690 -2.508 1.639
H10 3.116 1.550 1.126
H11 3.664 2.100 -1.497
H12 3.364 0.153 -3.398
H13 2.594 -2.319 -2.722
H14 2.126 -2.870 -0.139
H15 -2.752 -2.329 6.681
F1 1.033 1.725 -3.609
C12 1.481 2.648 -4.474
C13 0.745 2.922 -5.617
C14 1.206 3.882 -6.512
C15 2.401 4.551 -6.260
C16 3.134 4.264 -5.112
C17 2.669 3.312 -4.211
H16 -0.178 2.386 -5.801
H17 0.634 4.110 -7.406
H18 2.762 5.297 -6.961
H19 4.067 4.783 -4.919
H20 3.221 3.083 -3.308

Computed properties:
E_tot in eV: -109676.4337
HOMO-LUMO gap in eV: 8.9
SMILES string: NCC[C@H](OC(=O)COc1ccccc1)P(O)Br.Fc1ccccc1

---

# 2
Here is 2 unconnected molecules or ions with the total composition C35H42N5O2PS from the OMol25 dataset. Energies are from wB97M-V/def2-TZVPD.

Atoms and positions in Å:
C1 3.346 -6.726 -0.230
C2 2.925 -5.344 -0.627
C3 2.205 -5.153 -1.809
C4 1.787 -3.883 -2.209
C5 1.062 -3.764 -3.513
C6 2.044 -2.790 -1.353
N1 1.695 -1.458 -1.767
C7 2.440 -0.853 -2.764
C8 1.787 0.183 -3.336
N2 0.529 0.377 -2.793
C9 -0.451 1.095 -3.563
C10 -0.647 2.460 -3.305
C11 0.109 3.096 -2.193
C12 -1.531 3.191 -4.099
C13 -2.188 2.589 -5.176
C14 -3.141 3.396 -6.004
C15 -1.928 1.244 -5.467
C16 -1.053 0.490 -4.685
C17 -0.777 -0.933 -5.057
P1 0.253 -0.573 -1.365
C18 2.831 -2.951 -0.200
C19 3.231 -1.750 0.597
C20 3.252 -4.232 0.157
H1 3.919 -6.695 0.702
H2 2.474 -7.379 -0.088
H3 3.969 -7.181 -1.013
H4 1.972 -6.024 -2.428
H5 1.006 -2.753 -3.917
H6 1.567 -4.394 -4.258
H7 0.036 -4.149 -3.432
H8 3.395 -1.285 -3.032
H9 2.087 0.788 -4.180
H10 -0.179 4.144 -2.082
H11 -0.097 2.603 -1.239
H12 1.194 3.065 -2.353
H13 -1.709 4.247 -3.881
H14 -3.554 2.760 -6.792
H15 -3.964 3.795 -5.397
H16 -2.634 4.252 -6.468
H17 -2.426 0.781 -6.325
H18 -1.364 -1.156 -5.954
H19 0.275 -1.117 -5.306
H20 -1.078 -1.652 -4.285
H21 0.859 0.376 -0.389
H22 3.821 -2.075 1.458
H23 3.855 -1.064 0.010
H24 2.372 -1.190 0.984
H25 3.847 -4.374 1.064
C21 -0.976 6.112 0.362
N3 -1.328 4.853 1.009
C22 -0.299 3.871 1.027
O1 0.759 4.071 0.427
C23 -0.576 2.704 1.860
C24 0.399 1.797 2.160
C25 0.263 0.770 3.194
C26 -0.535 -0.382 3.018
C27 -0.639 -1.341 4.016
C28 -0.023 -1.143 5.268
N4 -0.136 -2.098 6.289
C29 0.482 -3.404 6.179
C30 -1.255 -2.101 7.207
C31 0.757 0.020 5.459
C32 0.931 0.921 4.426
C33 -1.891 2.773 2.523
O2 -2.114 2.454 3.687
N5 -2.899 3.296 1.672
C34 -4.298 3.079 2.035
C35 -2.659 4.472 0.978
S1 -3.907 5.328 0.263
H26 -1.893 6.702 0.307
H27 -0.225 6.633 0.964
H28 -0.588 5.948 -0.650
H29 1.363 1.902 1.669
H30 -1.073 -0.516 2.075
H31 -1.214 -2.258 3.852
H32 1.331 -3.378 5.489
H33 0.820 -3.718 7.175
H34 -0.248 -4.151 5.834
H35 -1.728 -1.112 7.232
H36 -1.993 -2.859 6.895
H37 -0.888 -2.379 8.206
H38 1.230 0.174 6.426
H39 1.567 1.800 4.538
H40 -4.409 2.194 2.658
H41 -4.696 3.969 2.542
H42 -4.831 2.965 1.090

Computed properties:
E_tot in eV: -68645.7981
HOMO-LUMO gap in eV: 6.1
SMILES string: Cc1cc(C)c(N2C=CN(c3c(C)cc(C)cc3C)P2)c(C)c1.CN1C(=O)C(=Cc2ccc(N(C)C)cc2)C(=O)N(C)C1=S

---

# 3
Here is 9 unconnected molecules or ions with the total composition C51H86ClN2O27 from the OMol25 dataset. Energies are from wB97M-V/def2-TZVPD.

Atoms and positions in Å:
C1 7.621 1.985 0.024
O1 6.235 1.835 0.240
C2 5.722 0.586 -0.166
C3 4.525 0.194 0.690
C4 3.663 -0.835 -0.048
C5 2.588 -1.488 0.847
C6 1.142 -1.081 0.471
C7 0.235 -2.316 0.661
C8 -1.243 -1.975 0.900
C9 -2.198 -2.240 -0.269
C10 -3.649 -2.132 0.255
C11 -4.724 -1.763 -0.788
C12 -5.528 -0.526 -0.368
C13 -5.885 0.418 -1.525
C14 -6.380 1.770 -0.955
C15 -7.090 1.627 0.401
C16 -6.241 1.886 1.654
C17 -6.530 3.245 2.290
C18 -5.583 3.418 3.482
Cl1 -5.020 5.097 3.664
N1 -7.757 0.279 0.429
C19 -6.807 -0.897 0.358
O2 -7.577 -1.878 -0.296
N2 -7.623 -3.148 0.480
O3 -8.681 -3.342 0.869
H1 8.161 1.041 0.063
H2 8.015 2.636 0.805
H3 7.841 2.475 -0.932
H4 5.387 0.623 -1.212
H5 6.478 -0.201 -0.091
H6 3.948 1.097 0.905
H7 4.864 -0.238 1.633
H8 3.234 -0.368 -0.937
H9 4.362 -1.606 -0.389
H10 2.698 -2.563 0.768
H11 2.772 -1.169 1.869
H12 1.130 -0.714 -0.550
H13 0.783 -0.332 1.177
H14 0.611 -2.766 1.584
H15 0.373 -3.055 -0.127
H16 -1.350 -0.943 1.237
H17 -1.603 -2.620 1.710
H18 -2.021 -1.553 -1.095
H19 -2.040 -3.264 -0.607
H20 -3.884 -3.104 0.691
H21 -3.628 -1.418 1.082
H22 -5.385 -2.624 -0.884
H23 -4.313 -1.610 -1.785
H24 -4.887 0.060 0.290
H25 -4.997 0.614 -2.120
H26 -6.626 -0.034 -2.188
H27 -7.090 2.201 -1.662
H28 -5.549 2.462 -0.852
H29 -7.902 2.357 0.415
H30 -6.361 1.075 2.378
H31 -5.191 1.879 1.358
H32 -7.557 3.264 2.654
H33 -6.333 4.033 1.566
H34 -6.040 3.089 4.410
H35 -4.689 2.824 3.311
H36 -8.401 0.182 1.213
H37 -8.321 0.213 -0.421
H38 -6.600 -1.223 1.380
C20 2.368 1.515 -4.643
C21 2.324 0.083 -4.189
C22 1.820 -0.900 -5.223
O4 1.253 -1.937 -4.398
C23 0.873 -1.369 -3.235
O5 0.197 -1.906 -2.412
O6 1.357 -0.116 -3.130
H39 3.042 1.616 -5.499
H40 1.375 1.861 -4.933
H41 2.716 2.158 -3.833
H42 3.300 -0.224 -3.802
H43 2.605 -1.309 -5.852
H44 1.030 -0.481 -5.850
C24 6.678 5.441 -6.118
C25 5.582 4.975 -7.041
C26 4.193 5.468 -6.694
O7 3.363 4.412 -7.201
C27 4.095 3.277 -7.191
O8 3.650 2.186 -7.357
O9 5.395 3.548 -6.950
H45 6.752 6.528 -6.136
H46 6.484 5.112 -5.097
H47 7.637 5.023 -6.421
H48 5.829 5.210 -8.080
H49 3.934 6.411 -7.167
H50 4.037 5.544 -5.616
C28 -2.435 -3.725 -4.173
C29 -2.725 -3.212 -5.555
C30 -2.008 -3.935 -6.672
O10 -1.885 -2.906 -7.665
C31 -1.868 -1.714 -7.020
O11 -1.578 -0.677 -7.520
O12 -2.220 -1.872 -5.724
H51 -2.741 -4.767 -4.070
H52 -1.368 -3.637 -3.957
H53 -2.965 -3.132 -3.428
H54 -3.802 -3.190 -5.728
H55 -2.563 -4.781 -7.070
H56 -1.005 -4.260 -6.384
C32 10.680 2.059 4.019
C33 10.610 0.656 3.483
C34 11.813 0.181 2.698
O13 11.226 -0.767 1.788
C35 9.938 -0.403 1.598
O14 9.214 -0.847 0.765
O15 9.574 0.545 2.486
H57 11.504 2.168 4.724
H58 10.808 2.777 3.206
H59 9.762 2.304 4.531
H60 10.369 -0.045 4.287
H61 12.570 -0.302 3.309
H62 12.271 0.982 2.114
C36 4.764 4.074 5.596
C37 6.025 3.311 5.286
C38 6.064 1.891 5.806
O16 7.469 1.684 6.006
C39 8.034 2.892 6.241
O17 9.152 3.044 6.614
O18 7.162 3.886 5.966
H63 3.903 3.582 5.143
H64 4.612 4.141 6.674
H65 4.826 5.091 5.210
H66 6.234 3.336 4.213
H67 5.671 1.160 5.104
H68 5.558 1.784 6.768
C40 -8.215 3.815 8.000
C41 -8.107 2.340 7.716
C42 -7.183 1.570 8.637
O19 -6.734 0.497 7.791
C43 -6.797 0.928 6.519
O20 -6.328 0.369 5.576
O21 -7.475 2.094 6.441
H69 -8.615 3.981 9.000
H70 -7.238 4.293 7.924
H71 -8.873 4.299 7.280
H72 -9.099 1.882 7.686
H73 -7.678 1.172 9.519
H74 -6.314 2.157 8.940
C44 4.788 -7.137 3.805
C45 3.993 -6.080 3.083
C46 4.765 -5.283 2.056
O22 4.074 -4.026 2.063
C47 3.514 -3.875 3.291
O23 3.039 -2.868 3.705
O24 3.578 -5.037 3.984
H75 5.166 -7.877 3.099
H76 5.628 -6.689 4.336
H77 4.169 -7.646 4.542
H78 3.092 -6.513 2.640
H79 4.740 -5.719 1.060
H80 5.802 -5.110 2.351
C48 -9.863 -0.643 -5.141
C49 -8.798 -1.644 -5.505
C50 -8.980 -3.024 -4.912
O25 -7.628 -3.490 -4.810
C51 -6.827 -2.408 -4.693
O26 -5.674 -2.449 -4.407
O27 -7.519 -1.273 -4.947
H81 -10.837 -0.976 -5.497
H82 -9.907 -0.508 -4.059
H83 -9.645 0.328 -5.585
H84 -8.681 -1.699 -6.590
H85 -9.563 -3.695 -5.537
H86 -9.413 -2.992 -3.909

Computed properties:
Charge: +1
E_tot in eV: -125060.6256
HOMO-LUMO gap in eV: 6.6